[1]
Computed, not measured: a gas-phase ion, C33H44N3O2 (charge +1), with the ωB97M-V functional and the def2-TZVPD basis.

Atoms and positions in Å:
C (1.876, -2.548, 4.125)
O (1.755, -2.704, 2.702)
C (0.748, -3.503, 2.307)
O (-0.037, -3.986, 3.102)
C (0.721, -3.771, 0.808)
C (1.298, -5.182, 0.624)
C (0.117, -6.085, 0.955)
C (-1.137, -5.254, 0.674)
N (-0.675, -3.896, 0.416)
C (-1.579, -2.940, 0.152)
C (-1.257, -1.448, 0.311)
C (-2.468, -0.502, 0.402)
C (-3.713, -1.145, 0.976)
C (-4.105, -2.383, 0.170)
C (-2.982, -3.424, 0.150)
H (2.674, -1.819, 4.259)
H (0.939, -2.183, 4.556)
H (2.147, -3.508, 4.576)
H (1.269, -2.978, 0.293)
H (1.605, -5.320, -0.419)
H (2.172, -5.356, 1.261)
H (0.117, -7.023, 0.394)
H (0.116, -6.326, 2.022)
H (-1.710, -5.678, -0.157)
H (-1.763, -5.291, 1.581)
H (-0.883, -1.493, 1.358)
H (-2.210, 0.341, 1.052)
H (-2.708, -0.078, -0.582)
H (-3.511, -1.411, 2.013)
H (-4.533, -0.422, 1.005)
H (-4.991, -2.858, 0.618)
H (-4.377, -2.091, -0.860)
H (-3.135, -4.137, -0.672)
H (-3.131, -3.982, 1.081)
C (3.211, 4.501, 4.396)
C (4.221, 3.367, 4.642)
C (3.720, 2.153, 3.843)
N (2.518, 2.582, 3.168)
C (1.830, 1.760, 2.326)
C (2.363, 0.493, 2.002)
C (1.725, -0.334, 1.086)
C (0.545, 0.068, 0.464)
C (-0.197, -0.868, -0.512)
C (-0.496, 0.025, -1.763)
C (0.455, 1.010, -2.071)
C (0.279, 1.937, -3.086)
C (-0.864, 1.868, -3.924)
N (-1.024, 2.806, -4.907)
C (-2.158, 2.860, -5.797)
C (-1.880, 4.022, -6.773)
C (-0.486, 4.569, -6.432)
C (-0.015, 3.813, -5.180)
C (-1.824, 0.860, -3.651)
C (-1.618, -0.081, -2.625)
C (-0.047, 1.289, 0.865)
C (0.562, 2.131, 1.791)
C (2.139, 3.952, 3.435)
H (2.741, 4.815, 5.332)
H (3.697, 5.367, 3.938)
H (5.222, 3.660, 4.310)
H (4.269, 3.113, 5.704)
H (4.503, 1.819, 3.145)
H (3.517, 1.301, 4.515)
H (3.318, 0.181, 2.419)
H (2.168, -1.299, 0.834)
H (0.452, -1.694, -0.869)
H (1.381, 1.113, -1.494)
H (1.016, 2.738, -3.224)
H (-2.274, 1.913, -6.348)
H (-3.098, 3.023, -5.245)
H (-1.919, 3.660, -7.804)
H (-2.639, 4.799, -6.658)
H (0.210, 4.392, -7.256)
H (-0.514, 5.644, -6.237)
H (0.105, 4.514, -4.333)
H (0.975, 3.358, -5.351)
H (-2.725, 0.820, -4.273)
H (-2.348, -0.883, -2.498)
H (-0.998, 1.622, 0.425)
H (0.091, 3.083, 2.047)
H (1.123, 3.991, 3.860)
H (2.121, 4.551, 2.510)

For the energy relative to the best compared isomer or geometry (same formula, charge and spin), the calculation gives 6.8 kcal per mole. For the total energy, the calculation gives -43494.0643 eV. The calculation puts the HOMO-LUMO gap at 0.2186 hartree. Its SMILES is COC(=O)[C@H]1CCC/[N+]1=C1\CCCC[C@@H]1C(c1ccc(N2CCCC2)cc1)c1ccc(N2CCCC2)cc1. As for the net charge: +1.

The Löwdin scheme yields these atomic charges, measured in e: -0.010, -0.046, -0.435, 0.130, -0.148, -0.081, -0.129, -0.126, 0.043, 0.007, -0.186, -0.139, -0.176, -0.165, -0.107, 0.093, 0.106, 0.106, 0.135, 0.132, 0.140, 0.125, 0.119, 0.138, 0.138, 0.178, 0.112, 0.109, 0.122, 0.125, 0.124, 0.124, 0.145, 0.133, -0.146, -0.147, -0.169, -0.102, -0.211, -0.014, -0.045, -0.230, -0.185, -0.175, -0.042, -0.003, -0.215, -0.100, -0.163, -0.149, -0.151, -0.167, -0.008, -0.047, -0.047, 0.014, -0.158, 0.108, 0.108, 0.109, 0.107, 0.117, 0.120, 0.097, 0.102, 0.143, 0.126, 0.103, 0.120, 0.121, 0.107, 0.107, 0.108, 0.108, 0.123, 0.121, 0.100, 0.106, 0.123, 0.105, 0.117, 0.124

---

[2]
Computed, not measured: 2 unconnected molecules or ions with the total composition C33H44N4O6, with the ωB97M-V functional and the def2-TZVPD basis.

Atoms and positions in Å:
C (3.220, -5.866, 0.972)
C (1.970, -5.181, 0.930)
C (0.569, -4.309, 1.200)
C (0.494, -3.913, 2.811)
C (-0.863, -3.087, 3.230)
C (-1.394, -2.061, 2.029)
C (-2.917, -2.213, 1.372)
C (-3.479, -1.218, 0.154)
C (-2.506, -0.044, -0.459)
C (-3.059, 0.940, -1.669)
C (-3.743, 2.285, -0.969)
C (-5.247, 2.141, -0.309)
N (-3.144, 3.523, -0.908)
C (-0.994, 0.097, 0.160)
C (-0.434, -0.876, 1.399)
C (1.132, -0.617, 1.925)
O (1.477, -0.611, 3.226)
C (2.223, -0.330, 0.689)
C (3.734, -0.961, 0.622)
O (4.183, -1.807, 1.748)
C (4.779, -0.812, 2.702)
C (5.402, -1.509, 4.052)
O (4.691, -1.155, 5.298)
C (4.852, 0.267, 5.639)
C (3.351, 0.915, 5.800)
C (4.679, -0.612, -0.713)
N (6.046, -1.266, -0.732)
C (4.183, 0.338, -1.953)
C (5.029, 0.699, -3.311)
C (6.645, 0.882, -3.096)
O (7.259, -0.444, -3.437)
C (2.646, 0.970, -1.847)
N (2.031, 1.875, -2.921)
C (1.730, 0.985, -4.107)
C (0.085, 0.732, -4.245)
C (1.662, 0.648, -0.547)
C (0.097, 1.223, -0.422)
O (-0.260, 2.470, -0.792)
H (4.228, -6.490, 1.060)
H (0.629, -3.368, 0.497)
H (-0.310, -5.057, 0.902)
H (1.494, -3.300, 3.027)
H (0.593, -4.952, 3.390)
H (-0.702, -2.474, 4.213)
H (-1.731, -3.871, 3.457)
H (-3.660, -3.061, 1.740)
H (-4.564, -1.379, -0.281)
H (-2.139, 1.331, -2.311)
H (-3.830, 0.416, -2.379)
H (-5.818, 3.181, -0.430)
H (-5.176, 1.867, 0.834)
H (-5.814, 1.298, -0.918)
H (-3.751, 4.225, -0.430)
H (5.697, -0.297, 2.141)
H (4.029, 0.072, 2.951)
H (5.416, -2.700, 4.010)
H (6.526, -1.173, 4.191)
H (5.516, 0.883, 4.894)
H (5.375, 0.337, 6.700)
H (3.138, 1.188, 6.928)
H (2.565, 0.064, 5.527)
H (3.133, 1.817, 5.074)
H (5.997, -2.260, -1.097)
H (6.352, -1.264, 0.282)
H (4.626, 1.755, -3.694)
H (4.729, -0.073, -4.147)
H (7.139, 1.646, -3.866)
H (6.972, 1.169, -2.007)
H (6.508, -1.134, -3.404)
H (2.700, 2.643, -3.145)
H (2.185, 1.377, -5.120)
H (2.177, -0.088, -3.859)
H (-0.520, 1.712, -3.947)
H (-0.187, 0.465, -5.354)
H (-0.237, -0.156, -3.537)
C (-9.132, 3.017, -3.556)
C (-8.575, 3.134, -2.164)
O (-7.420, 3.495, -1.949)
N (-9.399, 2.821, -1.122)
C (-10.773, 2.382, -1.178)
H (-8.367, 3.296, -4.284)
H (-9.435, 1.985, -3.752)
H (-9.984, 3.692, -3.675)
H (-8.961, 2.921, -0.214)
H (-11.382, 3.098, -0.621)
H (-10.837, 1.403, -0.698)
H (-11.146, 2.308, -2.201)

For the total energy, the calculation gives -53149.2917 eV. The calculation puts the HOMO-LUMO gap at 0.2599 hartree. Its SMILES is [H]/N=C(\C)Cc1ccc(CCCC#C)c2c1C(=O)c1c(NCC)c(CCO)c(N)c(OCCOCC)c1C2=O.CNC(C)=O.

The Löwdin scheme yields these atomic charges, measured in e: 0.025, -0.101, -0.205, -0.209, -0.169, -0.085, -0.003, -0.006, -0.082, -0.115, -0.300, -0.100, 0.079, 0.030, 0.015, -0.161, -0.041, 0.045, -0.072, -0.154, -0.145, -0.153, -0.230, -0.257, -0.105, -0.082, 0.019, -0.020, -0.153, -0.213, -0.181, -0.078, -0.066, -0.268, -0.118, 0.052, -0.176, -0.035, 0.044, 0.103, 0.123, 0.115, 0.127, 0.119, 0.118, 0.090, 0.094, 0.092, 0.119, 0.069, 0.084, 0.076, 0.040, 0.129, 0.138, 0.151, 0.130, 0.125, 0.126, 0.078, 0.080, 0.083, 0.108, 0.075, 0.116, 0.129, 0.132, 0.123, 0.086, 0.105, 0.122, 0.113, 0.082, 0.071, 0.078, -0.013, -0.534, 0.005, 0.002, -0.083, 0.087, 0.086, 0.086, 0.144, 0.084, 0.084, 0.076

---

[3]
Computed, not measured: a molecular structure, C33H45CaN6SSi2Te, with the ωB97M-V functional and the def2-TZVPD basis.

Atoms and positions in Å:
Ca (-0.558, 0.473, -0.909)
C (4.276, -0.480, 4.054)
C (3.001, -0.115, 3.344)
C (1.757, -0.521, 3.837)
C (0.593, -0.218, 3.170)
C (0.569, 0.529, 1.974)
N (-0.616, 0.744, 1.283)
C (-1.690, 1.265, 1.972)
C (-1.520, 2.128, 3.075)
C (-2.574, 2.732, 3.725)
C (-3.890, 2.538, 3.304)
C (-5.049, 3.234, 3.965)
C (-4.079, 1.698, 2.223)
C (-3.024, 1.049, 1.581)
N (-3.397, 0.130, 0.547)
C (-4.456, -0.701, 0.620)
C (-4.640, -1.265, -0.623)
C (-3.628, -0.710, -1.408)
N (-2.876, 0.132, -0.700)
C (1.822, 0.948, 1.502)
C (3.004, 0.611, 2.171)
N (1.977, 1.806, 0.362)
C (2.674, 2.959, 0.369)
C (2.758, 3.407, -0.931)
C (2.069, 2.446, -1.674)
N (1.602, 1.474, -0.894)
H (4.188, -0.317, 5.128)
H (5.118, 0.108, 3.690)
H (4.516, -1.535, 3.902)
H (1.709, -1.096, 4.754)
H (-0.359, -0.556, 3.563)
H (-0.509, 2.318, 3.416)
H (-2.373, 3.377, 4.573)
H (-4.857, 3.391, 5.027)
H (-5.965, 2.653, 3.869)
H (-5.229, 4.213, 3.514)
H (-5.085, 1.539, 1.850)
H (-4.994, -0.836, 1.542)
H (-5.395, -1.973, -0.914)
H (-3.403, -0.891, -2.448)
H (3.947, 0.942, 1.748)
H (3.060, 3.364, 1.289)
H (3.247, 4.296, -1.286)
H (1.888, 2.412, -2.737)
S (-1.694, 3.130, -1.269)
C (-0.869, 4.600, -1.304)
N (-0.978, 5.419, -0.220)
C (-0.409, 6.643, -0.116)
C (0.341, 7.136, -1.136)
C (0.495, 6.339, -2.288)
C (-0.089, 5.105, -2.370)
H (-1.532, 5.052, 0.545)
H (-0.592, 7.178, 0.805)
H (0.792, 8.112, -1.059)
H (1.079, 6.713, -3.118)
H (0.008, 4.492, -3.253)
C (-2.416, -6.183, -2.289)
Si (-1.756, -4.589, -3.017)
C (-3.149, -3.570, -3.750)
C (-0.467, -4.949, -4.326)
C (-0.980, -3.619, -1.576)
Te (0.540, -2.216, -2.138)
C (1.714, -2.365, -0.341)
Si (3.565, -2.512, -0.717)
C (4.098, -0.955, -1.620)
C (3.848, -4.034, -1.771)
C (4.463, -2.660, 0.918)
H (-2.935, -6.774, -3.046)
H (-3.122, -5.988, -1.479)
H (-1.608, -6.797, -1.887)
H (-3.589, -4.083, -4.608)
H (-2.796, -2.597, -4.104)
H (-3.944, -3.401, -3.020)
H (-0.906, -5.562, -5.116)
H (0.381, -5.501, -3.914)
H (-0.080, -4.040, -4.789)
H (-0.484, -4.322, -0.904)
H (-1.746, -3.094, -1.003)
H (1.347, -3.260, 0.164)
H (1.514, -1.517, 0.317)
H (3.526, -0.805, -2.539)
H (5.152, -1.014, -1.897)
H (3.965, -0.069, -0.995)
H (3.264, -4.009, -2.693)
H (3.585, -4.945, -1.228)
H (4.901, -4.112, -2.048)
H (4.233, -1.814, 1.567)
H (5.545, -2.689, 0.772)
H (4.175, -3.575, 1.441)

For the energy relative to the best compared isomer or geometry (same formula, charge and spin), the calculation gives 0.0 kcal per mole. For the total energy, the calculation gives -96214.1099 eV. The calculation puts the HOMO-LUMO gap at 0.2490 hartree. As for the net charge: +1.

The Löwdin scheme yields these atomic charges, measured in e: 1.010, -0.049, -0.286, -0.024, -0.014, -0.288, -0.126, -0.274, -0.022, -0.043, -0.281, -0.050, 0.008, -0.141, -0.079, -0.044, -0.040, -0.149, -0.078, -0.150, -0.006, -0.087, -0.040, -0.043, -0.156, -0.055, 0.083, 0.081, 0.077, 0.121, 0.125, 0.114, 0.115, 0.078, 0.077, 0.082, 0.123, 0.135, 0.102, 0.101, 0.125, 0.136, 0.103, 0.116, 0.613, -0.749, 0.062, -0.058, -0.051, -0.038, -0.092, 0.143, 0.135, 0.113, 0.120, 0.109, -0.178, 0.399, -0.179, -0.202, -0.568, 1.190, -0.550, 0.391, -0.177, -0.184, -0.160, 0.037, 0.035, 0.035, 0.039, 0.025, 0.023, 0.037, 0.036, 0.013, 0.011, -0.006, 0.018, -0.020, 0.021, 0.038, 0.013, 0.011, 0.037, 0.037, 0.000, 0.042, 0.042